{"formula": "C25H31N2", "method": "wB97M-V/def2-TZVPD", "homo_lumo_gap_ev": 5.3, "charge": 1, "e_lumo_ev": -4.2, "species": ["C", "C", "C", "N", "C", "C", "C", "C", "C", "C", "C", "C", "C", "C", "H", "H", "H", "H", "H", "H", "H", "H", "H", "H", "H", "H", "H", "H", "H", "H", "C", "C", "C", "C", "C", "C", "N", "C", "C", "C", "C", "C", "C", "H", "H", "H", "H", "H", "H", "H", "H", "H", "H", "H", "H", "H", "H", "H"], "xyz": [[-4.6330, -2.9823, 0.6185], [-5.3708, -1.6507, 0.4033], [-4.3290, -0.5365, 0.5570], [-3.0361, -1.2162, 0.5946], [-1.8946, -0.5602, 0.7498], [-0.6347, -1.1791, 0.6902], [0.5103, -0.6231, 1.2339], [1.7435, -1.3712, 1.3574], [2.6301, -1.1575, 2.4426], [3.8049, -1.8886, 2.5552], [4.1419, -2.8359, 1.5742], [3.2825, -3.0541, 0.4913], [2.0913, -2.3406, 0.3841], [-3.1332, -2.6712, 0.5001], [-4.8423, -3.3761, 1.6168], [-4.9267, -3.7357, -0.1153], [-5.7865, -1.6160, -0.6078], [-6.1885, -1.5189, 1.1156], [-4.3757, 0.1774, -0.2800], [-4.4945, 0.0395, 1.4830], [-1.9584, 0.5140, 0.9669], [-0.5688, -2.1639, 0.2135], [0.4209, 0.3069, 1.8065], [2.3576, -0.4147, 3.1948], [4.4609, -1.7278, 3.4094], [5.0672, -3.4079, 1.6643], [3.5359, -3.7905, -0.2735], [1.4180, -2.5145, -0.4570], [-2.5427, -3.1737, 1.2797], [-2.7492, -3.0219, -0.4736], [4.6791, 2.5539, 1.8797], [4.8538, 1.5205, 0.9467], [3.7964, 1.1214, 0.1399], [2.5275, 1.7466, 0.2423], [1.4196, 1.3050, -0.5797], [0.2993, 2.0746, -0.8240], [-0.5341, 1.8988, -1.8567], [-1.6987, 2.7412, -2.0652], [-2.3915, 2.1827, -3.3125], [-1.5310, 1.0112, -3.8206], [-0.2999, 0.9205, -2.9020], [2.3732, 2.7982, 1.1792], [3.4361, 3.1872, 1.9890], [5.5109, 2.8674, 2.5056], [5.8223, 1.0287, 0.8447], [3.9227, 0.3180, -0.5931], [1.5762, 0.4045, -1.1777], [0.0349, 2.8986, -0.1468], [-2.3622, 2.7192, -1.1876], [-1.4028, 3.7942, -2.2143], [-3.3977, 1.8397, -3.0583], [-2.4828, 2.9619, -4.0750], [-2.0870, 0.0729, -3.7676], [-1.2142, 1.1629, -4.8553], [0.6255, 1.1522, -3.4608], [-0.1765, -0.0907, -2.4845], [1.4076, 3.3001, 1.2562], [3.2933, 3.9995, 2.7029]], "forces_ev_per_a": [[0.10, -0.02, 0.37], [-0.12, 0.02, -0.37], [-0.66, 0.49, 0.21], [1.26, 0.84, 0.21], [-0.43, -0.35, 0.06], [0.47, -0.17, -0.21], [-1.01, -0.20, 0.44], [1.00, -0.43, -0.26], [-0.52, 0.20, -0.46], [0.00, -0.31, -0.26], [-0.30, 0.30, 0.21], [-0.14, 0.06, -0.01], [0.06, 0.20, 0.44], [-0.07, -0.67, -0.57], [-0.01, 0.00, -0.17], [-0.01, 0.10, 0.19], [-0.04, 0.00, 0.20], [0.10, -0.05, -0.20], [0.16, -0.28, 0.24], [0.24, -0.24, -0.25], [-0.11, -0.37, -0.09], [-0.10, 0.34, 0.40], [0.11, -0.27, -0.26], [0.18, -0.16, -0.19], [-0.14, -0.02, -0.24], [-0.29, 0.20, -0.05], [-0.04, 0.23, 0.25], [0.30, 0.03, 0.15], [-0.08, 0.39, -0.16], [-0.02, 0.25, 0.28], [-0.11, -0.22, -0.26], [-0.08, 0.33, 0.25], [-0.76, 0.19, -0.02], [0.73, 0.28, 1.05], [-0.96, 0.33, -0.79], [1.21, -0.48, 0.62], [-0.48, -0.43, 0.18], [-0.19, 0.45, 0.03], [-0.14, 0.11, -0.09], [0.15, -0.21, 0.04], [0.12, -0.06, -0.36], [0.34, -0.53, -0.24], [0.04, -0.08, -0.12], [-0.16, -0.05, -0.10], [-0.25, 0.16, 0.06], [0.01, 0.24, 0.27], [0.11, 0.42, -0.09], [0.22, -0.16, -0.53], [0.16, -0.02, -0.15], [-0.01, -0.33, 0.07], [0.09, 0.10, -0.15], [-0.07, -0.18, 0.15], [0.01, 0.11, -0.15], [-0.15, -0.09, 0.14], [-0.18, -0.01, 0.33], [-0.04, 0.27, -0.04], [0.34, -0.05, 0.14], [0.09, -0.22, -0.17]]}



{"formula": "C25H31N5O4", "method": "wB97M-V/def2-TZVPD", "homo_lumo_gap_ev": 7.8, "charge": 0, "e_lumo_ev": 0.1, "smiles": "COc1ccc(-c2ccc3c(N4CCOCC4)nc(N4C[C@@H](C)O[C@@H](C)C4)nc3n2)cc1CO", "species": ["C", "O", "C", "C", "C", "C", "C", "C", "C", "C", "C", "N", "C", "C", "O", "C", "C", "N", "C", "N", "C", "C", "C", "O", "C", "C", "C", "N", "C", "N", "C", "C", "C", "O", "H", "H", "H", "H", "H", "H", "H", "H", "H", "H", "H", "H", "H", "H", "H", "H", "H", "H", "H", "H", "H", "H", "H", "H", "H", "H", "H", "H", "H", "H", "H"], "xyz": [[4.6438, -7.1153, 2.4232], [3.4406, -6.4473, 2.7168], [3.0488, -5.4231, 1.9059], [3.7303, -5.0089, 0.7693], [3.2495, -3.9555, 0.0104], [2.0941, -3.2807, 0.3810], [1.5782, -2.1316, -0.3733], [1.7812, -2.0108, -1.7643], [1.2251, -0.9464, -2.4289], [0.4904, 0.0033, -1.7104], [-0.1735, 1.1633, -2.2233], [-0.3957, 1.3341, -3.5636], [-0.8712, 2.6289, -4.0175], [-2.4005, 2.6667, -4.0508], [-2.9036, 1.6378, -4.8770], [-2.4776, 0.3770, -4.4226], [-0.9437, 0.2667, -4.3788], [-0.5273, 2.1440, -1.4200], [-0.3709, 1.9697, -0.0881], [-0.6457, 3.0298, 0.6936], [-0.5779, 2.9500, 2.1328], [-1.9369, 3.3391, 2.7324], [-1.8790, 3.4021, 4.2510], [-2.3297, 4.6155, 2.2579], [-2.4502, 4.6557, 0.8507], [-2.9028, 6.0561, 0.4624], [-1.1099, 4.2954, 0.1866], [-0.0050, 0.8453, 0.5015], [0.4615, -0.1302, -0.2854], [0.9456, -1.2164, 0.3290], [1.4213, -3.6940, 1.5325], [1.8681, -4.7603, 2.2833], [1.1239, -5.2425, 3.5041], [-0.1804, -4.7377, 3.6274], [4.6016, -7.6156, 1.4504], [5.4973, -6.4301, 2.4431], [4.7629, -7.8620, 3.2067], [4.6430, -5.4965, 0.4641], [3.8128, -3.6415, -0.8554], [2.3531, -2.7513, -2.3000], [1.3944, -0.8182, -3.4894], [-0.4853, 3.3958, -3.3482], [-0.4839, 2.7832, -5.0299], [-2.7600, 3.6038, -4.4779], [-2.7875, 2.5539, -3.0272], [-2.8926, -0.3551, -5.1178], [-2.8767, 0.1876, -3.4128], [-0.6782, -0.7069, -3.9730], [-0.5403, 0.3649, -5.3920], [-0.3027, 1.9306, 2.3990], [0.1827, 3.6528, 2.4959], [-2.6860, 2.5940, 2.4119], [-1.6110, 2.4298, 4.6529], [-2.8461, 3.7012, 4.6443], [-1.1402, 4.1365, 4.5600], [-3.2030, 3.9111, 0.5344], [-3.8404, 6.2892, 0.9583], [-3.0366, 6.1221, -0.6136], [-2.1580, 6.7813, 0.7788], [-1.2218, 4.2208, -0.8943], [-0.3733, 5.0723, 0.4304], [0.5424, -3.1465, 1.8364], [1.6531, -4.9222, 4.4071], [1.1185, -6.3437, 3.4987], [-0.6589, -4.9212, 2.8113]], "forces_ev_per_a": [[0.20, -0.12, -0.04], [-0.30, 0.29, -0.02], [-0.11, 0.19, -0.11], [0.18, -0.32, 0.17], [-0.27, 0.20, 0.03], [0.24, -0.41, 0.13], [-0.09, 0.39, -0.23], [-0.01, 0.11, -0.23], [0.12, -0.10, 0.13], [-0.08, -0.22, 0.66], [0.11, 0.35, 0.27], [0.17, 0.06, 0.07], [-0.29, 0.30, -0.05], [0.28, 0.19, 0.11], [-0.06, 0.01, -0.16], [0.26, -0.25, 0.02], [-0.45, -0.25, -0.18], [-0.09, -0.11, -0.46], [0.26, -0.64, -0.09], [-0.07, 0.20, 0.08], [-0.32, -0.01, 0.28], [0.35, -0.31, 0.23], [-0.09, 0.05, -0.49], [-0.05, 0.14, 0.10], [0.14, 0.19, -0.48], [0.09, -0.45, 0.22], [-0.40, 0.18, 0.05], [-0.10, 0.21, 0.33], [-0.11, 0.29, -0.87], [0.11, -0.33, 0.28], [0.15, -0.09, -0.05], [0.04, -0.16, 0.12], [0.29, -0.37, 0.10], [-0.33, 0.23, -0.09], [0.00, 0.04, 0.03], [-0.04, -0.03, -0.01], [0.04, 0.03, -0.08], [0.07, -0.06, 0.01], [0.04, 0.03, -0.10], [0.03, -0.07, -0.04], [-0.04, -0.05, -0.06], [-0.02, 0.00, -0.15], [-0.04, 0.03, 0.05], [0.04, 0.00, 0.08], [0.02, 0.04, -0.08], [0.05, -0.03, 0.10], [0.02, -0.02, -0.07], [0.00, 0.05, -0.08], [-0.02, -0.09, 0.05], [-0.01, 0.15, 0.10], [-0.02, -0.04, 0.05], [0.11, 0.08, 0.01], [0.03, -0.11, 0.09], [-0.09, 0.00, 0.08], [0.11, 0.07, 0.07], [0.12, 0.07, 0.03], [-0.11, 0.05, 0.00], [-0.04, 0.05, -0.13], [0.09, 0.11, 0.00], [0.00, 0.11, 0.13], [-0.06, 0.03, -0.04], [-0.08, 0.01, 0.06], [-0.01, -0.11, -0.06], [0.05, 0.20, 0.07], [0.00, -0.01, 0.05]]}



{"formula": "C25H31N5OPtS2", "method": "wB97M-V/def2-TZVPD", "homo_lumo_gap_ev": [3.0, 3.0], "charge": 4, "e_lumo_ev": [-15.8, -15.7], "species": ["Pt", "S", "C", "N", "C", "C", "N", "C", "C", "C", "C", "C", "C", "C", "C", "S", "C", "C", "C", "C", "C", "C", "C", "H", "H", "H", "H", "H", "H", "H", "H", "H", "H", "H", "H", "H", "H", "H", "H", "H", "H", "N", "C", "H", "C", "N", "C", "C", "C", "N", "C", "C", "O", "H", "H", "H", "H", "H", "H", "H", "H", "H", "H", "H", "H"], "xyz": [[0.7863, -0.0926, 0.2688], [0.8143, -2.0858, 2.8488], [1.4726, -0.9694, 3.9936], [1.7075, -0.8462, 5.2678], [1.9941, 0.5125, 5.8476], [2.8984, 1.4144, 5.0227], [2.2266, 2.0647, 3.8817], [2.2952, 3.5688, 3.8133], [1.9120, 4.1927, 5.1120], [2.7988, 5.0671, 5.7181], [2.4229, 5.7391, 6.8790], [1.1698, 5.5238, 7.4217], [0.2798, 4.6537, 6.8176], [0.6450, 3.9875, 5.6599], [1.7694, 1.3797, 2.8840], [1.0179, 1.8573, 1.4588], [1.3493, -1.9527, 6.1922], [0.0839, -1.6798, 6.9482], [0.0129, -2.1401, 8.2843], [-1.1636, -2.0139, 8.9749], [-2.2852, -1.3972, 8.3578], [-2.2058, -0.9067, 7.0359], [-1.0345, -1.0422, 6.3407], [2.4294, 0.3360, 6.8303], [1.0242, 0.9961, 5.9941], [3.8306, 0.9419, 4.6907], [3.1940, 2.2299, 5.6892], [1.6280, 3.8908, 3.0087], [3.3184, 3.8222, 3.5240], [3.7718, 5.2363, 5.2718], [3.0962, 6.4415, 7.3492], [0.8692, 6.0374, 8.3237], [-0.7048, 4.5334, 7.2465], [-0.0753, 3.3408, 5.1626], [2.2003, -2.0040, 6.8780], [1.3469, -2.8837, 5.6133], [0.8597, -2.6326, 8.7456], [-1.2444, -2.3997, 9.9836], [-3.2132, -1.3035, 8.9105], [-3.0629, -0.4231, 6.5876], [-0.9890, -0.6597, 5.3272], [2.0465, -0.0720, 2.9719], [1.4607, -0.8687, 1.8032], [3.0726, -0.2237, 3.0020], [-1.2384, -3.6485, -1.5471], [-0.1726, -3.1501, -2.4152], [0.1226, -3.9579, -3.6191], [0.5339, -3.0412, -4.7506], [1.7118, -2.2033, -4.3132], [1.4532, -1.5795, -2.9872], [2.2414, -0.3861, -2.7110], [0.5130, -2.0444, -2.1773], [0.1402, -1.3501, -1.1032], [-0.9015, -4.5506, -1.0360], [-2.0964, -3.8925, -2.1704], [-1.5417, -2.8913, -0.8334], [-0.7897, -4.4989, -3.8590], [0.8981, -4.6878, -3.3757], [-0.3049, -2.4048, -5.0365], [0.8134, -3.6287, -5.6237], [1.8828, -1.3816, -5.0076], [2.6292, -2.7900, -4.2383], [2.5157, -0.3163, -1.6579], [1.7287, 0.5181, -3.0458], [3.1777, -0.4776, -3.2578]], "forces_ev_per_a": [[0.36, -1.45, -0.21], [0.07, -0.78, -0.38], [1.09, 0.33, 2.06], [-1.05, -0.01, -1.94], [0.07, 0.16, 0.12], [0.15, -0.03, 0.19], [0.13, -0.19, -0.49], [-0.42, 0.41, -0.09], [-0.09, 0.04, 0.07], [0.17, 0.13, 0.22], [0.17, 0.01, -0.13], [0.09, 0.16, 0.23], [-0.20, -0.24, -0.14], [-0.16, -0.12, -0.01], [0.25, 0.09, 0.30], [-0.04, 0.42, -0.17], [0.00, -0.28, 0.05], [-0.75, 0.35, 0.33], [0.36, 0.27, -1.09], [-1.42, 0.51, -0.29], [0.74, -0.19, -0.15], [-0.44, -0.28, 1.22], [1.32, -0.61, 0.26], [0.08, -0.06, -0.03], [0.02, -0.06, 0.08], [-0.02, -0.05, 0.03], [-0.05, -0.01, -0.02], [0.02, -0.15, -0.01], [0.04, -0.12, 0.02], [0.04, 0.10, 0.07], [0.08, -0.02, -0.02], [0.04, 0.09, 0.01], [-0.05, -0.11, -0.06], [-0.03, 0.05, -0.03], [0.03, -0.05, 0.00], [-0.03, 0.07, -0.06], [0.07, 0.03, -0.02], [-0.04, 0.06, -0.04], [0.09, 0.02, -0.04], [-0.02, -0.04, 0.02], [0.08, 0.04, -0.18], [0.52, -0.22, -0.39], [-1.60, 0.81, 0.60], [0.07, 0.21, -0.16], [-0.07, 0.07, 0.01], [0.31, 0.05, -0.06], [-0.12, 0.04, 0.03], [0.04, -0.02, 0.00], [-0.02, 0.05, 0.02], [0.04, -0.14, -0.03], [-0.03, -0.05, 0.01], [-0.22, -0.07, -0.23], [0.26, 0.79, 0.55], [-0.04, -0.02, 0.00], [-0.01, -0.04, 0.03], [0.01, -0.04, 0.02], [0.04, -0.04, -0.03], [0.01, 0.01, 0.00], [0.00, 0.00, -0.01], [-0.01, 0.00, 0.00], [0.03, -0.03, -0.03], [0.00, 0.00, -0.01], [0.02, 0.00, 0.02], [0.00, 0.03, 0.02], [-0.01, 0.07, -0.02]]}



> What is the formula in the third record?

C25H31N5OPtS2



> What is the formula in the first record?

C25H31N2